No. 1
{
  "formula": "C32H48AsN3O4OsPS",
  "method": "ωB97M-V/def2-TZVPD",
  "elements": ["Os", "As", "S", "P", "O", "O", "O", "O", "N", "N", "N", "C", "C", "C", "C", "C", "C", "C", "C", "C", "C", "C", "C", "C", "C", "C", "C", "C", "C", "C", "C", "C", "C", "C", "C", "C", "C", "C", "C", "C", "C", "C", "C", "H", "H", "H", "H", "H", "H", "H", "H", "H", "H", "H", "H", "H", "H", "H", "H", "H", "H", "H", "H", "H", "H", "H", "H", "H", "H", "H", "H", "H", "H", "H", "H", "H", "H", "H", "H", "H", "H", "H", "H", "H", "H", "H", "H", "H", "H", "H", "H"],
  "xyz": [[-0.34434, -0.04787, 0.01381], [-0.69774, 2.23463, -0.77239], [-2.59994, -0.11297, 0.08711], [-0.12864, -2.81317, -0.32689], [-0.99944, -4.09957, -0.49069], [1.38296, -3.28297, -0.29979], [-0.26054, -1.78677, -1.43649], [-0.34804, -2.02647, 0.97491], [3.74756, 2.14963, 3.62061], [1.93366, -0.03237, 0.03661], [-0.13194, 0.16183, 2.58991], [-2.31474, -4.46327, -0.00749], [2.66926, 2.48933, 2.62661], [-0.53314, 2.08083, -2.70869], [-4.60954, 3.88583, -0.51819], [-2.90914, -5.37177, -1.08249], [-1.44404, 1.98843, -4.92729], [0.71476, 4.78563, -1.40009], [0.74386, 1.87133, -3.23049], [-0.32374, 4.68533, 0.77181], [-2.59384, 2.56673, -0.48919], [2.93866, 1.88023, 1.25171], [-1.63154, 2.12103, -3.55949], [1.52356, -5.34377, -1.60979], [-3.35854, 1.43723, -0.15939], [1.97026, -4.61307, -0.35219], [3.48026, -4.35007, -0.39459], [1.31926, 2.02733, 3.15001], [-2.15454, -5.19447, 1.32411], [1.62466, -5.39167, 0.91281], [0.92556, 1.74713, -4.59489], [2.79956, 0.33893, 1.17871], [1.15386, 0.49373, 3.19941], [0.99896, 6.12873, -1.19379], [-4.74444, 1.53923, -0.02299], [2.27426, -0.28637, 2.48211], [-5.36254, 2.76073, -0.20539], [-0.03614, 6.02603, 0.96901], [0.61446, 6.75403, -0.01859], [-3.20224, -3.24057, 0.18311], [-0.17144, 1.79893, -5.44369], [-3.22814, 3.78993, -0.65999], [0.03906, 4.05533, -0.42209], [-2.25394, -6.21907, -1.26619], [-1.62174, -4.55967, 2.03181], [0.56136, -5.60867, 0.94321], [-6.43314, 2.83253, -0.09709], [-2.29554, 2.03813, -5.58919], [-0.88614, 0.68293, 3.02951], [2.17476, -6.32987, 0.92601], [4.66076, 2.53473, 3.34481], [1.88676, -1.28207, 2.24601], [0.79866, 7.80953, 0.11241], [1.12116, 2.46213, 4.13051], [-2.62694, 2.28003, -3.16049], [4.01126, -5.29447, -0.47929], [-0.03374, 1.67193, -6.50639], [-0.88264, 4.13383, 1.52381], [2.67366, 3.58173, 2.53891], [-3.13024, -5.44087, 1.73771], [1.85146, -4.80267, -2.49649], [-0.34004, -0.82857, 2.71451], [1.98536, -1.05047, -0.10729], [2.19476, 2.32353, 0.57611], [3.79576, -0.08837, 0.99211], [3.71966, -3.72917, -1.25549], [1.91816, 1.61123, -4.99629], [1.16256, 0.17553, 4.25181], [1.89716, -4.81777, 1.79641], [-4.19514, -3.55787, 0.49411], [3.83056, 1.12493, 3.71201], [0.99126, 4.32303, -2.34039], [-5.31264, 0.65933, 0.23391], [-5.10064, 4.83713, -0.65269], [-2.63934, 4.67033, -0.90219], [-2.78454, -2.60047, 0.96181], [3.51086, 2.54363, 4.54221], [3.92056, 2.18913, 0.88941], [-3.87484, -5.74737, -0.75699], [0.43916, -5.42077, -1.65009], [1.95086, -6.34477, -1.61879], [3.80536, -3.84927, 0.51611], [-3.03754, -4.82537, -2.01419], [-0.34164, 6.50983, 1.88481], [3.11266, -0.46867, 3.16391], [1.59816, 1.84273, -2.55519], [-3.28894, -2.68487, -0.74999], [0.56896, 2.41483, 2.45511], [1.49806, 6.68923, -1.96999], [-1.60414, -6.12287, 1.18421], [2.31796, 0.39123, -0.81359]],
  "mulliken_charge": [2.5711, 1.0718, -0.4261, -0.0288, 0.4190, 0.1450, -0.9205, -0.4342, -0.0798, -0.8845, -0.5978, 1.5182, -0.4628, 0.7818, -0.7244, -1.7290, -0.8205, -0.4237, -0.2115, -0.2653, -0.8146, -0.5383, -0.6662, -1.4692, 1.0960, 1.4719, -1.7345, -1.0015, -1.6503, -1.3319, -0.9335, 0.9038, 0.7403, -0.7523, -0.5417, -2.0725, -0.7649, -1.1058, -0.6031, -1.3646, -0.6775, -0.2030, 0.6070, 0.3962, 0.2608, 0.1252, 0.4425, 0.4560, 0.2741, 0.5394, 0.4258, 0.6576, 0.4407, 0.4656, 0.3944, 0.4620, 0.4381, 0.4841, 0.7149, 0.4891, 0.3815, 0.1775, -0.0842, -0.2810, 0.5218, 0.3843, 0.4693, 0.3453, 0.2851, 0.5709, 0.2204, 0.4890, 0.5421, 0.4717, 0.5233, 0.2252, 0.4269, 0.4084, 0.4551, 0.1890, 0.5093, 0.3542, 0.4080, 0.5171, 0.3246, 0.4030, 0.2919, -0.2160, 0.4553, 0.4241, 0.2488],
  "e_homo_ev": [-16.12, -16.16],
  "orbital_gap_ev": [5.134, 5.261],
  "charge": 3,
  "total_energy_ev": -130032.209,
  "e_above_lowest_kcal_mol": 62.27
}



No. 2
{
  "formula": "C32H48AsN4O8PSTe2W",
  "method": "ωB97M-V/def2-TZVPD",
  "elements": ["W", "Te", "Te", "As", "S", "P", "O", "O", "O", "O", "O", "O", "O", "O", "N", "N", "N", "N", "C", "C", "C", "C", "C", "C", "C", "C", "C", "C", "C", "C", "C", "C", "C", "C", "C", "C", "C", "C", "C", "C", "C", "C", "C", "C", "C", "C", "C", "C", "C", "C", "H", "H", "H", "H", "H", "H", "H", "H", "H", "H", "H", "H", "H", "H", "H", "H", "H", "H", "H", "H", "H", "H", "H", "H", "H", "H", "H", "H", "H", "H", "H", "H", "H", "H", "H", "H", "H", "H", "H", "H", "H", "H", "H", "H", "H", "H", "H", "H"],
  "xyz": [[0.18176, 0.71174, -2.59408], [0.18498, 3.15541, -4.29943], [-0.78079, 0.31556, 1.78633], [-0.01344, -1.53483, -4.69092], [2.48708, 1.54310, -4.11332], [2.44897, -0.46722, -1.09901], [-1.28098, -1.25640, -5.89878], [0.47255, 2.78582, -2.46815], [-2.01931, 1.86980, -2.77769], [-0.22567, 1.31758, -4.52439], [-0.81256, -0.78570, -3.36541], [0.27639, -3.12326, -4.52146], [1.41473, -0.68041, -2.68443], [1.48277, 0.77088, -1.00754], [3.38509, 0.06233, 0.26814], [1.79884, -1.89629, -0.46831], [3.82771, -0.78502, -2.00867], [-1.05244, 0.73264, -1.13204], [-3.47108, 1.70481, 2.34345], [4.58731, -0.58738, 0.74604], [3.44458, -0.13014, -7.60334], [1.50689, -0.70032, -5.65082], [-0.77406, -0.09951, 6.74441], [1.67577, -1.50146, -6.78541], [-0.76566, 0.13173, 3.93733], [0.46629, -2.36740, -0.82188], [-1.54239, -0.85906, 4.56719], [2.62420, -1.23631, -7.75639], [-1.77783, 1.78086, -1.54511], [-4.84986, 1.89371, 2.24765], [0.91850, 2.05450, 4.14884], [-7.13849, 1.27917, 1.39032], [0.00347, 0.85105, 6.10906], [-3.68025, -0.23291, 0.89300], [4.91679, 0.16512, -2.16204], [-5.04757, 0.00606, 0.81602], [-2.88404, 0.62319, 1.67074], [3.80225, -1.75959, -3.08819], [-5.65273, 1.05896, 1.48947], [-2.69359, 2.69527, 3.16923], [0.02322, 0.98181, 4.71880], [2.69139, -3.02610, -0.25650], [2.74130, 0.76084, 1.36254], [-2.26528, 2.88710, -0.65194], [-0.78401, -0.23133, 8.24392], [-3.11546, -1.39762, 0.12908], [2.35687, 0.41456, -5.47612], [-1.53902, -0.94887, 5.95312], [3.30806, 0.66340, -6.48254], [-2.38722, -1.83581, 3.79434], [5.87856, -0.35712, -2.07630], [0.44172, -2.90164, -1.77757], [0.61700, 1.52169, 6.70373], [-2.40187, 3.77976, -1.25670], [2.93730, -2.41369, -3.01700], [-3.91229, -2.07215, -0.18411], [-1.68167, 2.82556, 2.78728], [-2.39609, -1.95437, 0.73161], [-1.56803, 3.06712, 0.16578], [2.71493, -1.88755, -8.61622], [-2.69719, -2.66214, 4.43484], [0.72696, 3.01062, 4.64133], [-2.60649, 2.36095, 4.20584], [-1.83500, -2.23757, 2.94323], [0.77973, 2.18730, 3.07878], [-5.29902, 2.73215, 2.77130], [-7.68821, 0.44584, 1.83311], [-3.22456, 2.59144, -0.21955], [5.30289, 0.16709, 1.09798], [3.71206, -2.70536, -0.08615], [-0.23850, -1.54489, -0.85661], [-0.33741, -1.17766, 8.55693], [-2.58480, -1.05417, -0.76108], [-2.14692, -1.71317, 6.42833], [3.77453, -1.27742, -4.06885], [0.13573, -3.03774, -0.02169], [-7.43602, 2.19127, 1.90765], [1.96786, 1.80335, 4.32014], [-3.19583, 3.66400, 3.16570], [4.38442, -1.25890, 1.59501], [-0.22164, 0.57590, 8.71321], [2.19992, 0.07348, 2.03468], [2.68358, -3.71095, -1.11438], [-7.45344, 1.36118, 0.34859], [4.71160, -2.36982, -3.02844], [-5.65688, -0.65532, 0.20796], [-3.28320, -1.35697, 3.39462], [1.04287, -2.37310, -6.90296], [4.86595, 0.93194, -1.39451], [5.07062, -1.16547, -0.03518], [-1.80303, -0.20664, 8.63425], [3.50777, 1.25881, 1.96675], [2.05102, 1.51226, 0.99339], [4.19711, 0.11127, -8.34454], [3.96249, 1.51484, -6.34447], [2.35813, -3.58962, 0.62086], [4.87217, 0.64889, -3.14144], [-1.70282, -0.42735, -5.63027]],
  "mulliken_charge": [1.1365, 0.3628, 0.9219, 1.3362, -0.3906, 0.9679, -0.7966, -0.7158, -0.6445, -0.7553, -0.9115, -0.8147, -0.7923, -1.5253, 0.2720, 0.9117, 0.4749, 1.2488, 1.0718, -1.4527, -0.6094, 0.4175, 0.8096, -0.9932, -0.2530, -0.8663, 0.9659, -0.7378, 0.9446, -0.8971, -2.0516, -1.6794, -0.8323, 1.1612, -1.0955, -1.1240, 0.3261, -0.8816, 0.6967, -2.1054, 1.2799, -1.0813, -1.1339, -1.4200, -1.6035, -1.2883, 0.9883, -0.8489, -0.4672, -1.2969, 0.3444, 0.2744, 0.3135, 0.4674, 0.1933, 0.5227, 0.1572, 0.0022, 0.0568, 0.3826, 0.4339, 0.4685, 0.3510, 0.0615, 0.0424, 0.3156, 0.3188, 0.2618, 0.2617, 0.2586, -0.0444, 0.3155, 0.0799, 0.3763, 0.1970, 0.3753, 0.3745, 0.4374, 0.5239, 0.3283, 0.3553, 0.3075, 0.3510, 0.3495, 0.3565, 0.3951, 0.2021, 0.4413, 0.2728, 0.5667, 0.3542, 0.3485, 0.2173, 0.3696, 0.3984, 0.3054, 0.3341, 0.3943],
  "multiplicity": 2,
  "e_homo_ev": [-4.45, -5.20],
  "orbital_gap_ev": [6.380, 6.452],
  "charge": -1,
  "s_squared": 0.76,
  "total_energy_ev": -153681.789,
  "e_above_lowest_kcal_mol": 19.98
}